Record 1
C34H51CaN5Sb | wB97M-V/def2-TZVPD

Each line ends with the Mulliken charge.
Element x y z (Å)
1 Ca 2.420 -2.606 -0.485  2.25
2 C 2.525 0.906 -3.524  -0.91
3 C 2.111 -0.204 -2.771  0.05
4 N 2.912 -0.791 -1.893  -0.48
5 C 4.191 -0.304 -1.630  0.28
6 C 4.689 0.815 -2.341  0.65
7 C 3.844 1.329 -3.375  -0.56
8 C 5.900 1.445 -1.881  -0.81
9 C 6.653 0.915 -0.837  -0.65
10 C 6.227 -0.285 -0.216  -0.53
11 C 4.967 -0.767 -0.469  0.53
12 N 4.310 -1.750 0.268  -0.70
13 C 4.637 -2.105 1.600  -0.04
14 C 5.964 -2.318 2.067  -0.51
15 C 6.216 -2.557 3.458  -0.72
16 C 5.181 -2.697 4.331  -0.75
17 C 3.849 -2.620 3.905  0.52
18 C 2.723 -2.743 4.774  -0.52
19 C 1.436 -2.985 4.252  -0.77
20 C 1.267 -2.903 2.832  -0.19
21 N 2.285 -2.610 1.988  -0.20
22 C 3.548 -2.505 2.497  0.54
23 H 1.807 1.379 -4.191  0.43
24 H 1.093 -0.559 -2.962  0.29
25 H 4.246 2.023 -4.083  0.44
26 H 6.237 2.327 -2.432  0.35
27 H 7.645 1.378 -0.514  0.31
28 H 6.816 -0.864 0.474  0.10
29 H 6.779 -2.412 1.344  0.55
30 H 7.298 -2.559 3.735  0.35
31 H 5.394 -2.882 5.349  0.45
32 H 2.817 -2.633 5.865  0.39
33 H 0.557 -3.232 4.943  0.31
34 H 0.306 -3.027 2.320  0.44
35 N -0.058 -2.898 -0.800  -0.54
36 C -0.858 -4.162 -0.531  -0.77
37 C 0.045 -5.365 -0.291  0.07
38 C 0.470 -6.083 -1.541  -1.06
39 C 1.641 -5.413 -2.397  -0.57
40 N 2.732 -4.848 -1.593  -0.52
41 H -0.686 -2.175 -0.389  0.16
42 H -0.065 -2.680 -1.830  0.27
43 H -1.524 -4.346 -1.375  0.41
44 H -1.469 -4.049 0.390  0.38
45 H -0.520 -6.074 0.318  0.40
46 H 1.020 -5.076 0.256  -0.06
47 H -0.424 -6.263 -2.173  0.39
48 H 0.749 -7.116 -1.279  0.34
49 H 1.032 -4.641 -2.953  0.17
50 H 1.973 -6.104 -3.141  0.49
51 H 3.566 -4.679 -2.247  0.27
52 H 3.077 -5.559 -0.945  0.23
53 C -5.672 0.781 0.918  -1.56
54 C -4.681 1.782 1.567  1.10
55 C -5.355 2.971 2.270  -1.46
56 C -3.753 0.958 2.473  -1.49
57 Sb -3.300 2.613 -0.083  0.55
58 C -1.973 4.360 0.525  1.13
59 C -2.918 5.578 0.452  -1.43
60 C -0.797 4.381 -0.469  -1.37
61 C -1.470 4.094 1.928  -1.62
62 C -4.375 3.088 -2.133  1.02
63 C -5.555 3.961 -1.752  -1.41
64 C -4.708 1.714 -2.707  -1.38
65 C -3.343 3.891 -2.999  -1.68
66 H -5.829 -0.015 1.615  0.49
67 H -5.364 0.374 -0.037  0.25
68 H -6.678 1.179 0.812  0.35
69 H -5.808 2.757 3.224  0.47
70 H -6.134 3.350 1.592  0.33
71 H -4.754 3.872 2.408  0.23
72 H -4.382 0.400 3.203  0.47
73 H -3.011 1.578 2.990  0.32
74 H -3.320 0.217 1.747  0.31
75 H -3.422 5.698 -0.500  0.28
76 H -2.295 6.466 0.605  0.49
77 H -3.760 5.619 1.156  0.26
78 H -1.152 4.466 -1.481  0.29
79 H -0.252 3.410 -0.409  0.31
80 H -0.120 5.268 -0.299  0.40
81 H -2.351 4.018 2.584  0.31
82 H -0.838 4.938 2.225  0.48
83 H -0.870 3.171 2.009  0.32
84 H -6.272 3.287 -1.295  0.33
85 H -6.084 4.369 -2.601  0.48
86 H -5.296 4.797 -1.100  0.27
87 H -5.288 1.086 -2.040  0.31
88 H -3.720 1.250 -2.932  0.29
89 H -5.350 1.896 -3.628  0.40
90 H -3.054 4.843 -2.551  0.34
91 H -3.809 4.158 -3.921  0.52
92 H -2.441 3.309 -3.242  0.33

Charge: +1
Orbital gap in eV: 6.049

=====

Record 2
C34H51IrN4OP2 | wB97M-V/def2-TZVPD

Each line ends with the Löwdin spin population.
Element x y z (Å)
1 C -1.542 -1.535 -1.782  0.03
2 C 0.620 -2.272 -1.259  0.02
3 C -1.585 -2.353 -2.911  0.15
4 C 0.515 -3.301 -2.233  0.15
5 C -0.572 -3.307 -3.083  0.00
6 H -2.415 -2.242 -3.604  0.01
7 H 1.351 -3.986 -2.329  0.01
8 H -0.652 -4.047 -3.873  0.00
9 N -0.542 -1.639 -0.893  0.14
10 P -2.604 -0.272 0.356  0.16
11 P 2.256 -0.661 0.469  0.57
12 C -2.559 -0.454 -1.497  0.02
13 H -2.215 0.490 -1.952  0.00
14 H -3.527 -0.677 -1.967  0.00
15 C 1.855 -1.799 -0.796  0.45
16 H 2.720 -2.393 -1.147  0.02
17 C 3.634 0.142 -0.740  0.11
18 C 3.247 -1.359 2.016  0.13
19 C -3.386 1.420 0.556  0.04
20 C -3.737 -1.721 0.818  0.02
21 C 3.560 1.629 -0.391  0.02
22 H 3.824 1.811 0.662  0.00
23 H 4.280 2.190 -1.004  0.00
24 H 2.565 2.050 -0.576  0.00
25 C 5.052 -0.413 -0.575  0.03
26 H 5.490 -0.300 0.418  0.00
27 H 5.108 -1.469 -0.869  0.00
28 H 5.708 0.135 -1.271  0.01
29 C 3.325 -0.156 -2.215  0.08
30 H 3.870 0.551 -2.850  0.01
31 H 3.643 -1.164 -2.509  0.01
32 H 2.262 -0.053 -2.476  0.03
33 C 4.029 -0.177 2.613  0.01
34 H 3.345 0.644 2.871  0.00
35 H 4.517 -0.512 3.540  0.00
36 H 4.802 0.228 1.954  0.00
37 C 2.297 -1.852 3.102  0.01
38 H 1.650 -1.048 3.471  0.00
39 H 1.694 -2.705 2.771  0.00
40 H 2.904 -2.191 3.956  0.00
41 C 4.125 -2.553 1.637  0.04
42 H 4.923 -2.315 0.932  0.00
43 H 4.609 -2.917 2.558  0.01
44 H 3.518 -3.364 1.216  0.00
45 C -4.186 -1.529 2.274  0.00
46 H -4.749 -2.426 2.570  0.00
47 H -3.334 -1.440 2.961  0.00
48 H -4.854 -0.668 2.400  0.00
49 C -2.994 -3.064 0.701  0.00
50 H -2.707 -3.286 -0.333  0.00
51 H -2.109 -3.115 1.336  0.00
52 H -3.682 -3.853 1.038  0.00
53 C -4.954 -1.831 -0.111  0.01
54 H -5.595 -2.634 0.280  0.00
55 H -5.560 -0.923 -0.148  0.00
56 H -4.665 -2.102 -1.134  0.00
57 C -2.562 2.460 -0.221  0.01
58 H -2.618 2.313 -1.305  0.00
59 H -2.961 3.461 0.001  0.00
60 H -1.507 2.444 0.079  0.01
61 C -3.382 1.814 2.037  0.00
62 H -2.360 1.951 2.404  0.00
63 H -3.911 2.771 2.141  0.00
64 H -3.883 1.078 2.676  0.00
65 C -4.823 1.419 0.022  0.02
66 H -4.884 1.062 -1.014  0.00
67 H -5.502 0.840 0.661  0.00
68 H -5.189 2.455 0.026  0.00
69 Ir -0.381 -0.385 0.866  0.49
70 C -0.706 -1.446 2.322  0.06
71 O -0.899 -2.122 3.266  0.03
72 N 0.208 0.877 -0.660  0.35
73 C 0.756 0.819 -1.742  0.46
74 C 0.767 1.803 -2.837  0.11
75 C 0.486 3.139 -2.510  0.25
76 C 1.012 1.455 -4.172  0.28
77 C 0.500 4.132 -3.496  0.26
78 H 0.226 3.403 -1.486  0.01
79 C 1.053 2.449 -5.155  0.21
80 H 1.140 0.403 -4.420  0.01
81 C 0.814 3.789 -4.816  0.01
82 H 0.250 5.163 -3.237  0.01
83 H 1.246 2.170 -6.192  0.01
84 H 0.852 4.560 -5.591  0.00
85 N 0.187 0.910 3.619  0.00
86 C 0.487 2.058 4.259  0.03
87 C 0.618 3.025 3.284  0.01
88 C 0.394 2.407 2.056  0.02
89 N 0.098 1.100 2.281  0.06
90 H 0.032 0.025 4.102  0.00
91 H 0.578 2.100 5.330  0.00
92 H 0.847 4.068 3.419  0.00
93 H 0.448 2.822 1.055  0.00

Multiplicity: 6
Charge: +3
Orbital gap (spin up / spin down) in eV: 5.343 / 4.401

=====

Number 1: total energy -2517.585911 hartree. Number 2: total energy -2406.290829 hartree.